The following is a DFT calculation (ωB97M-V with the def2-TZVPD basis set) of a structure of composition C4H5N3O.

```
13
Properties=species:S:1:pos:R:3:forces:R:3
C 1.2990 0.8927 -1.8584 -3.636 6.622 -1.376
C 0.2647 0.1746 -1.0943 1.135 -1.485 1.126
C -0.4607 -0.3750 0.7787 0.810 7.798 2.799
C -0.8956 -0.1818 2.0627 -1.967 2.697 -1.587
H 1.5922 1.7404 -1.0985 -0.014 -1.731 -1.859
H 0.8426 1.6394 -2.8949 1.017 -2.385 3.040
H 2.0780 0.4300 -2.2980 2.487 -2.042 -0.988
H -1.1737 1.0251 2.3862 1.333 -3.864 -0.342
H -1.4213 -2.2920 2.3077 0.360 5.544 0.448
N 0.0255 0.6999 0.0796 0.254 0.289 -0.207
N -0.5816 -1.3740 0.0791 -0.775 -8.968 -3.097
N -0.0994 -1.2468 -1.1092 0.009 2.867 -0.030
O -1.4696 -1.1326 2.6593 -1.013 -5.341 2.073
```
Positions in Å, forces in eV/Å.

The lowest unoccupied orbital energy is -0.035 Eh. The value obtained for the frontier orbital gap is 0.3024 Ha. As for the net charge: 0.

The following is a DFT calculation (ωB97M-V with the def2-TZVPD basis set) of an isolated molecule of C4H5N3O.

```
13
Properties=species:S:1:pos:R:3:forces:R:3
C 3.0962 -0.3827 0.0661 1.336 1.251 1.353
N 1.8649 -0.6341 -0.1549 2.993 -1.816 -0.698
N 1.0244 0.4034 -0.1984 -1.564 1.227 0.347
C -0.1847 0.0175 -0.1872 -2.310 0.838 0.697
C -1.4565 0.9747 -0.0315 1.005 -1.100 -0.369
C -2.4652 -0.1567 0.0264 -3.653 -2.188 -0.356
N -2.0294 -1.3848 0.0011 0.122 3.289 -0.158
O -0.6335 -1.2881 -0.1037 1.552 0.130 -0.065
H 3.5324 0.6540 0.4674 -1.272 -1.844 -1.203
H 3.8936 -1.1851 0.0300 -1.433 0.678 -0.006
H -1.6018 1.7254 -0.8879 0.232 -1.179 1.395
H -1.3586 1.4780 0.9747 -0.217 -0.291 -1.211
H -3.6818 -0.2216 -0.0020 3.208 1.005 0.274
```
Positions in Å, forces in eV/Å.

Its SMILES is C=N/N=C1/CC=NO1. The lowest unoccupied orbital energy is 0.018 Eh. The value obtained for the frontier orbital gap is 0.3510 Ha. As for the net charge: 0.

The following is a DFT calculation (ωB97M-V with the def2-TZVPD basis set) of an isolated molecule of C4H5N3O.

```
13
Properties=species:S:1:pos:R:3:forces:R:3
N 2.4935 0.1976 0.2481 -0.224 -4.078 -0.837
C 1.1331 0.1008 0.0332 -0.130 2.076 -0.359
C 0.3040 1.1785 0.0341 -0.534 3.267 -1.577
C -1.1419 1.2807 -0.2825 2.159 1.860 -0.149
N -1.9765 0.4143 0.0321 -2.515 -0.928 -0.676
O -1.3619 -0.6945 0.6307 0.865 -1.345 0.410
C -0.5637 -1.4067 -0.2492 1.177 -0.623 0.923
N 0.7085 -1.1370 -0.4101 -2.996 -1.177 0.128
H 2.8167 -0.7827 -0.0874 0.434 2.766 0.845
H 3.0779 1.0194 0.1771 -0.498 -0.234 -0.159
H 0.7314 2.2205 -0.1592 0.037 -1.597 0.907
H -1.6129 2.2299 -0.7226 1.033 -1.459 0.645
H -1.0854 -2.3751 -0.5579 1.193 1.473 -0.101
```
Positions in Å, forces in eV/Å.

Its SMILES is NC1=CC=NOC=N1. The lowest unoccupied orbital energy is 0.002 Eh. The value obtained for the frontier orbital gap is 0.3143 Ha. As for the net charge: 0.

The following is a DFT calculation (ωB97M-V with the def2-TZVPD basis set) of a cluster of 2 separate species, C4H5N3O in total.

```
13
Properties=species:S:1:pos:R:3:forces:R:3
C 0.6893 0.0179 -0.2117 -2.175 3.862 1.835
C -0.2883 1.1401 -0.0042 -2.174 0.599 -0.753
C -1.6457 0.9283 0.0235 0.795 -3.381 2.428
C 0.1737 -1.2271 0.0199 0.451 -1.995 -0.938
H 3.6628 0.3899 -0.3424 -2.588 -4.628 3.225
H 0.0853 2.1288 0.2215 0.251 -0.001 -0.278
H -2.5555 1.4485 0.5381 2.168 -0.242 -1.521
H -2.8670 -0.7440 -0.3375 1.045 -0.417 0.765
H 0.9782 -1.9132 -0.0828 -0.153 -1.763 0.298
N 1.8756 0.3941 -0.1778 2.106 1.717 0.233
N -1.9538 -0.5581 0.1213 -1.810 2.942 -1.787
N -1.0583 -1.5227 -0.0479 -0.810 -0.911 0.584
O 2.9037 -0.4825 0.2801 2.893 4.217 -4.093
```
Positions in Å, forces in eV/Å.

The lowest unoccupied orbital energy is 0.016 Eh. The value obtained for the frontier orbital gap is 0.3118 Ha. As for the net charge: 0.

The following is a DFT calculation (ωB97M-V with the def2-TZVPD basis set) of an isolated molecule of C4H5N3O.

```
13
Properties=species:S:1:pos:R:3:forces:R:3
C -2.0737 -0.2323 0.2311 0.002 1.800 -1.980
C -0.5625 -0.4892 -0.2643 -5.841 2.178 2.105
N 0.1147 -1.4554 -0.0119 0.141 -2.305 0.831
N 1.4126 -1.4867 -0.3267 3.230 0.021 0.343
C 2.2209 -0.5123 0.0235 -3.040 -2.278 -1.408
N 1.9048 0.7628 0.3309 -2.068 3.472 0.942
C 0.7702 1.3108 -0.0444 3.520 1.816 0.210
O -0.1056 0.6696 -0.7609 -0.645 1.381 -2.969
H -2.1444 0.4462 1.1248 0.634 -1.054 -0.474
H -2.5760 -1.1749 0.3760 -0.202 -0.103 0.218
H -2.7126 0.4685 -0.5407 1.826 -2.112 1.346
H 3.2266 -0.8067 -0.0216 1.409 0.163 -0.119
H 0.5249 2.4995 -0.1158 1.033 -2.979 0.955
```
Positions in Å, forces in eV/Å.

Its SMILES is CC1=NN=CN=CO1. The lowest unoccupied orbital energy is -0.009 Eh. The value obtained for the frontier orbital gap is 0.3279 Ha. As for the net charge: 0.

The following is a DFT calculation (ωB97M-V with the def2-TZVPD basis set) of an isolated molecule of C4H5N3O2.

```
14
Properties=species:S:1:pos:R:3:forces:R:3
C -0.1657 0.4710 -0.7722 0.880 -1.254 0.268
C 0.2348 0.8663 -1.9788 0.608 0.922 -2.186
C -1.2289 -0.5499 -1.0537 -0.111 -0.240 0.192
C 0.2112 0.8210 0.6153 -0.314 0.268 -1.840
N -0.4060 0.0895 -2.9833 1.786 2.747 -0.480
N -1.1793 -0.7278 -2.5200 -0.180 -1.289 0.759
N 1.2219 1.9995 -2.3753 -0.685 -3.005 -1.083
O 1.8681 2.5018 -1.5245 0.435 0.997 2.907
O 1.4400 2.1789 -3.5377 -0.941 -0.084 -1.433
H -1.2350 -1.5053 -0.4992 -0.107 0.587 -0.178
H -2.0611 0.0984 -0.8921 -1.786 -0.317 0.670
H -0.6247 0.5571 1.2174 -0.439 0.144 1.013
H 0.4297 1.8553 0.5306 0.105 1.161 0.904
H 1.1048 0.3226 0.8951 0.749 -0.638 0.489
```
Positions in Å, forces in eV/Å.

The lowest unoccupied orbital energy (alpha / beta) is -0.003 / -0.095 Eh. The expectation value of S² is 2.020. The value obtained for the frontier orbital gap (alpha / beta) is 0.2512 / 0.2882 Ha. Its spin multiplicity is 3. As for the net charge: 0.

The following is a DFT calculation (ωB97M-V with the def2-TZVPD basis set) of a cluster of 2 separate species, C4H5N3O2S in total.

```
15
Properties=species:S:1:pos:R:3:forces:R:3
C 0.0910 1.2618 -0.8401 0.655 2.671 0.685
C -0.7607 0.2590 -0.7840 0.285 -0.496 1.955
C -1.5600 0.1046 0.3935 -0.870 0.161 0.430
C 1.3031 1.5812 1.3992 -0.760 -0.040 -0.231
N -0.7675 -0.8012 -1.5987 -1.323 0.858 -1.938
N 1.9361 0.7817 1.9343 0.349 0.092 0.130
N -2.3914 0.1270 1.2000 0.767 -0.191 -0.811
O 1.5708 -2.0248 0.1252 1.225 1.677 0.165
O -3.2135 0.1033 2.0520 -0.553 0.045 0.658
S 0.1561 2.4899 0.4942 0.352 -0.556 -0.388
H 0.8405 1.4637 -1.5763 0.068 -0.390 -0.530
H -0.1345 -0.7229 -2.3363 1.089 0.118 -1.375
H -0.6771 -1.6620 -1.1836 -0.071 -2.333 1.318
H 1.1611 -1.4046 0.7697 0.399 -0.606 -0.384
H 2.4459 -1.5568 -0.0491 -1.613 -1.011 0.317
```
Positions in Å, forces in eV/Å.

The lowest unoccupied orbital energy is -0.001 Eh. The value obtained for the frontier orbital gap is 0.3483 Ha. As for the net charge: 0.

The following is a DFT calculation (ωB97M-V with the def2-TZVPD basis set) of a structure of composition C4H5N3O2S.

```
15
Properties=species:S:1:pos:R:3:forces:R:3
C 0.8722 -1.7274 -0.0187 -3.497 1.001 -0.812
C -0.6800 -0.6954 -0.3253 4.716 -1.796 -0.124
C 1.4902 -0.5118 0.1133 0.213 0.943 0.323
C 0.1854 0.4268 -0.5994 -0.505 0.112 0.076
N -1.7252 -1.2086 1.6932 1.076 -0.158 0.467
N -0.0601 1.6712 -0.0309 -0.036 0.192 0.112
N -1.7220 -0.7317 0.5418 -1.514 -0.367 0.540
O 2.3124 0.0821 0.7505 0.358 0.014 -0.126
O 1.0566 -2.8470 -0.6624 0.320 -0.659 -0.075
S -2.9574 -0.2194 -0.4581 -0.921 0.337 -0.107
H 0.5068 0.5185 -1.6355 0.016 -0.146 0.050
H -2.6654 -1.2680 2.0856 -0.265 0.309 -0.549
H -0.3319 1.6496 0.9413 0.069 0.027 0.034
H 0.6539 2.3621 -0.2009 0.030 -0.007 0.008
H 1.8131 -2.8514 -1.2706 -0.058 0.199 0.184
```
Positions in Å, forces in eV/Å.

The lowest unoccupied orbital energy (alpha / beta) is -0.041 / -0.041 Eh. The value obtained for the frontier orbital gap (alpha / beta) is 0.2533 / 0.2534 Ha. As for the net charge: 0.

The following is a DFT calculation (ωB97M-V with the def2-TZVPD basis set) of an isolated molecule of C4H5N3S.

```
13
Properties=species:S:1:pos:R:3:forces:R:3
H 0.3552 3.1222 -0.0911 0.119 -1.253 -0.665
N 0.7218 2.1842 -0.3890 1.094 2.887 0.435
C 0.0594 1.2001 -0.0866 -0.215 -3.328 0.099
S -1.5369 0.9645 0.4932 -1.265 -0.487 0.596
C -1.6007 -0.8907 0.1804 1.523 0.392 -1.607
N -0.1637 -1.3652 0.0585 -2.629 1.185 -1.338
C 0.6666 -0.2972 -0.4124 -1.806 2.050 -1.812
C 1.9820 -0.3426 0.1072 -0.057 0.106 -0.456
N 3.0192 -0.2577 0.5603 1.499 -0.134 0.680
H -2.1740 -1.0620 -0.7895 0.824 0.196 1.324
H -2.0935 -1.3532 1.0160 -0.155 -0.257 0.195
H 0.1473 -1.7666 0.8955 0.546 -0.361 1.386
H 0.6171 -0.1357 -1.5425 0.521 -0.997 1.163
```
Positions in Å, forces in eV/Å.

Its SMILES is [H]/N=C1\SCN[C@@H]1C#N. The lowest unoccupied orbital energy is 0.018 Eh. The value obtained for the frontier orbital gap is 0.3682 Ha. As for the net charge: 0.

The following is a DFT calculation (ωB97M-V with the def2-TZVPD basis set) of an isolated molecule of C4H5N3S.

```
13
Properties=species:S:1:pos:R:3:forces:R:3
N -1.8122 -2.3384 0.6350 -0.143 -1.410 0.795
C -1.4915 -1.4368 0.0217 -1.073 1.351 -0.880
C -1.3986 -0.1697 -0.6632 3.503 0.953 2.427
C -0.7936 1.0006 0.2336 1.612 -4.238 -0.534
N 0.0014 0.3248 -0.8755 0.544 -0.808 1.803
C 1.1671 -0.4323 -0.2589 -3.470 0.896 -0.457
N 1.7296 0.4444 0.6466 3.163 4.053 -2.391
S 1.4937 -2.0364 -0.3229 -0.033 1.139 -0.527
H -2.0558 0.1210 -1.4392 -0.712 -0.200 -0.521
H -0.3260 0.8967 1.2804 -1.488 -0.171 -1.800
H -1.1331 1.8977 -0.0793 -0.993 2.978 -0.555
H 2.6926 0.1398 0.6276 0.535 -0.194 1.110
H 1.9265 1.5885 0.1940 -1.445 -4.348 1.530
```
Positions in Å, forces in eV/Å.

Its SMILES is N#C[C@H]1CN1C(N)=S. The lowest unoccupied orbital energy is -0.003 Eh. The value obtained for the frontier orbital gap is 0.3306 Ha. As for the net charge: 0.